Computed, not measured: the molecule C4H8O3, with ωB97M-V with the def2-TZVPD basis set.

Summary:
- HOMO (eV) = -9.1278
- orbital gap (Ha) = 0.3525
- energy relative to the best compared isomer or geometry (same formula, charge and spin) (eV) = 4.4864
- DFT total energy (Ha) = -382.799946

Last column: natural (NBO) charge in e.
CARTESIAN COORDINATES (ANGSTROEM)
O  1.2570  -0.0830  -2.4087  -0.71
C  1.8041  -0.0339  -1.1218  -0.23
C  0.9559  0.5179  -0.0200  0.23
C  -1.0563  -0.5454  1.3057  -0.10
O  -0.6081  0.1853  2.4122  -0.72
C  -1.3974  0.3386  0.1228  -0.09
O  -0.2107  0.7570  -0.5872  -0.54
H  0.4116  0.3881  -2.3485  0.48
H  1.8867  -1.0604  -0.6939  0.22
H  2.8203  0.3670  -1.1245  0.21
H  -1.9570  -1.0931  1.5942  0.20
H  -0.3087  -1.2913  0.9834  0.17
H  0.2607  0.5346  2.1424  0.49
H  -1.9912  1.2022  0.4222  0.21
H  -1.9207  -0.2318  -0.6499  0.19